Computed, not measured: a cluster of 13 separate species, C45H116O24 in total at a distorted geometry, with the ωB97M-V functional and the def2-TZVPD basis.

Each line ends with the Mulliken spin population.
CARTESIAN COORDINATES (ANGSTROEM)
C (-2.43230, -6.24219, -6.61284)  0.000
O (-1.22373, -6.28876, -7.44076)  0.000
C (-0.63807, -7.56651, -7.68689)  0.000
C (0.83498, -7.21851, -8.25425)  0.000
O (0.80261, -6.61736, -9.52519)  0.000
C (0.62104, -7.34063, -10.74289)  0.001
H (-3.35653, -6.51153, -7.12407)  0.000
H (-2.56090, -5.26674, -6.14374)  0.000
H (-2.24036, -6.84731, -5.72679)  0.000
H (-1.27837, -8.07864, -8.40510)  0.000
H (-0.62384, -8.15839, -6.77170)  0.000
H (1.28104, -8.21143, -8.31130)  0.000
H (1.44630, -6.61959, -7.57921)  0.000
H (0.97862, -8.36953, -10.70284)  0.000
H (1.02167, -6.88357, -11.64770)  0.000
H (-0.43084, -7.54257, -10.94509)  0.000
C (1.98416, -13.10763, -21.67383)  0.000
O (2.52663, -11.79777, -21.43851)  0.000
C (3.96338, -11.98467, -21.09842)  0.000
C (5.00753, -11.75299, -22.17783)  0.000
O (4.76683, -12.44278, -23.33472)  0.000
C (5.69715, -12.41175, -24.34051)  0.000
H (1.84626, -13.74528, -20.80063)  0.000
H (2.60821, -13.66229, -22.37456)  0.000
H (0.96574, -13.03869, -22.05615)  0.000
H (4.11379, -12.83762, -20.43664)  0.000
H (4.22185, -11.27937, -20.30859)  0.000
H (5.98062, -12.12658, -21.85906)  0.000
H (5.01605, -10.70879, -22.49036)  0.000
H (6.24041, -11.46840, -24.28513)  0.000
H (5.15009, -12.49893, -25.27925)  0.000
H (6.33590, -13.29127, -24.25958)  0.000
C (-0.54712, -10.11341, -13.08976)  0.001
O (-1.04248, -9.31271, -14.13635)  0.000
C (-1.06722, -9.82843, -15.40513)  0.003
C (0.42822, -9.98485, -15.98759)  -0.003
O (0.24611, -10.32215, -17.38084)  0.000
C (1.38953, -10.44501, -18.20974)  0.000
H (-0.59548, -9.69443, -12.08466)  0.000
H (0.47652, -10.46208, -13.22650)  0.000
H (-1.21149, -10.97227, -13.18501)  0.000
H (-1.57045, -9.09520, -16.03538)  -0.001
H (-1.61823, -10.76272, -15.51287)  0.000
H (1.18702, -10.62944, -15.54393)  0.000
H (0.94083, -9.03173, -16.11752)  0.001
H (1.92490, -9.52059, -18.42639)  0.000
H (0.98182, -10.75061, -19.17332)  0.000
H (2.09460, -11.19078, -17.84258)  0.000
C (0.03014, -11.09006, -7.71936)  0.000
O (-0.54502, -12.31643, -8.20307)  0.000
C (-1.87679, -12.33903, -8.48464)  0.000
C (-2.40782, -11.34946, -9.59667)  0.000
O (-3.04262, -10.22730, -8.92067)  0.000
C (-3.58758, -9.26568, -9.82078)  0.000
H (-0.56482, -10.64455, -6.92209)  0.000
H (-0.04258, -10.37055, -8.53490)  0.000
H (1.06668, -11.34141, -7.49463)  0.000
H (-2.31498, -12.13435, -7.50782)  0.000
H (-2.11827, -13.37321, -8.73009)  0.000
H (-3.11660, -11.78054, -10.30370)  0.000
H (-1.63838, -10.92628, -10.24242)  0.000
H (-4.22494, -9.62984, -10.62654)  0.000
H (-2.85699, -8.60208, -10.28337)  0.000
H (-4.18437, -8.55674, -9.24690)  0.000
C (-4.35111, -7.54873, -15.57356)  0.000
O (-5.26880, -7.46863, -14.52045)  0.000
C (-4.65284, -7.31166, -13.25310)  0.000
C (-5.72240, -6.98935, -12.20841)  0.000
O (-6.45419, -8.14297, -11.91789)  0.000
C (-7.57473, -7.91530, -11.12058)  0.000
H (-4.12969, -8.57083, -15.88080)  0.001
H (-3.44661, -6.94047, -15.57590)  0.001
H (-4.87071, -7.11340, -16.42714)  0.000
H (-4.01455, -6.44353, -13.41751)  0.000
H (-4.12067, -8.20869, -12.93651)  0.000
H (-6.33118, -6.14590, -12.53408)  0.000
H (-5.22479, -6.57967, -11.32940)  0.000
H (-7.33038, -7.68978, -10.08254)  0.000
H (-8.17212, -8.81931, -11.23885)  0.000
H (-8.18207, -7.08878, -11.48949)  0.000
C (-6.12866, -11.35235, -21.18689)  0.000
O (-5.44238, -11.88562, -22.23050)  0.000
C (-4.05696, -12.22476, -22.05422)  0.000
C (-3.29393, -11.03947, -21.54568)  0.000
O (-1.96825, -11.06588, -21.85722)  0.000
C (-1.15290, -10.26592, -20.98019)  0.000
H (-5.94326, -11.80028, -20.21063)  0.000
H (-7.16588, -11.32613, -21.52096)  0.000
H (-5.75388, -10.33665, -21.31336)  0.000
H (-3.64886, -12.55087, -23.01088)  0.000
H (-4.11808, -13.03608, -21.32887)  0.000
H (-3.54450, -10.84121, -20.50356)  0.000
H (-3.69980, -10.09353, -21.90424)  0.000
H (-1.14395, -10.72809, -19.99306)  0.000
H (-1.35922, -9.19822, -20.90573)  0.000
H (-0.08778, -10.32503, -21.20409)  0.000
C (4.00957, -8.56754, -14.13341)  -0.001
O (5.24779, -8.24506, -14.77506)  0.000
C (6.50364, -8.56290, -14.05923)  0.000
C (6.76532, -7.45906, -12.99132)  0.000
O (6.65325, -6.17831, -13.60262)  0.001
C (6.67109, -4.99847, -12.83966)  0.000
H (4.08320, -9.42636, -13.46625)  0.000
H (3.30907, -8.58736, -14.96827)  0.002
H (3.72345, -7.70159, -13.53645)  0.000
H (7.21148, -8.47572, -14.88352)  0.000
H (6.50995, -9.56339, -13.62669)  0.000
H (7.78695, -7.44290, -12.61171)  0.000
H (6.10336, -7.77259, -12.18410)  0.000
H (7.09832, -4.21169, -13.46139)  0.000
H (7.17822, -5.04025, -11.87572)  0.000
H (5.63574, -4.71370, -12.65243)  0.000
C (3.24488, -12.31304, -12.13308)  0.000
O (2.81739, -12.67334, -10.82833)  0.000
C (3.66670, -13.70496, -10.35174)  0.000
C (3.31829, -14.01853, -8.89151)  0.000
O (3.24818, -12.97183, -7.93209)  0.000
C (3.08657, -13.34577, -6.60006)  0.000
H (4.30427, -12.20344, -12.36499)  0.000
H (2.84437, -11.34874, -12.44584)  0.000
H (2.81570, -13.01691, -12.84616)  0.000
H (4.66990, -13.27965, -10.32356)  0.000
H (3.56580, -14.60770, -10.95422)  0.000
H (4.06474, -14.77361, -8.64503)  0.000
H (2.36236, -14.53184, -8.78753)  0.000
H (3.71124, -14.19238, -6.31522)  0.000
H (2.03627, -13.51235, -6.36088)  0.000
H (3.40789, -12.44502, -6.07709)  0.000
C (-2.28033, -7.32627, -18.80334)  0.000
O (-2.37382, -6.16675, -19.69174)  0.000
C (-1.99865, -4.91330, -19.06978)  -0.002
C (-3.19184, -4.29801, -18.42811)  0.000
O (-3.29431, -4.96146, -17.17317)  0.002
C (-3.99924, -4.35757, -16.09553)  0.001
H (-2.94688, -7.23062, -17.94622)  0.000
H (-1.26039, -7.43661, -18.43504)  -0.002
H (-2.31584, -8.28849, -19.31420)  0.000
H (-1.67905, -4.19211, -19.82200)  0.000
H (-1.14142, -5.13702, -18.43479)  0.001
H (-4.10129, -4.32604, -19.02830)  0.000
H (-2.90176, -3.25524, -18.29934)  0.000
H (-5.02014, -4.27830, -16.46914)  0.000
H (-3.77119, -3.30445, -15.93108)  0.000
H (-3.95305, -4.94361, -15.17764)  -0.001
C (-0.65096, -5.84178, -15.45610)  0.029
O (0.41330, -4.96054, -15.99545)  0.489
C (1.34701, -5.55351, -16.94532)  0.033
C (2.79185, -5.44143, -16.30653)  0.100
O (3.61167, -4.22634, -16.43514)  0.208
C (4.66798, -4.23451, -15.51603)  0.013
H (-1.10666, -6.34100, -16.31121)  0.001
H (-1.36698, -5.15928, -14.99828)  0.009
H (-0.24356, -6.48253, -14.67408)  0.005
H (1.45616, -4.84245, -17.76421)  0.046
H (1.21370, -6.54796, -17.37121)  0.001
H (3.36323, -6.19384, -16.85014)  0.027
H (2.63392, -5.86739, -15.31572)  0.021
H (5.29050, -5.12705, -15.45328)  -0.006
H (4.20526, -3.95427, -14.56974)  0.018
H (5.37846, -3.46041, -15.80601)  0.000
C (-4.08796, -12.21880, -14.50518)  0.000
O (-3.34670, -12.25020, -15.73753)  0.000
C (-4.11851, -12.44613, -16.90462)  0.000
C (-3.26446, -12.56535, -18.14571)  0.000
O (-2.45461, -13.67812, -18.15730)  0.000
C (-1.30655, -13.59200, -19.03729)  0.000
H (-3.37014, -12.04597, -13.70332)  0.000
H (-4.78384, -13.03523, -14.31213)  0.000
H (-4.73651, -11.34459, -14.56206)  0.000
H (-4.81700, -11.61820, -17.02607)  0.000
H (-4.80967, -13.27321, -16.74235)  0.000
H (-2.63864, -11.67366, -18.18226)  0.000
H (-3.91847, -12.81256, -18.98192)  0.000
H (-0.79502, -12.64298, -18.87664)  0.000
H (-1.66828, -13.56538, -20.06517)  0.000
H (-0.56917, -14.39352, -18.99320)  0.000
O (-0.71271, -13.28550, -15.69955)  0.000
H (-0.80905, -14.21756, -15.89504)  0.000
H (-1.55979, -12.90335, -15.92902)  0.000
C (2.05031, -14.62663, -16.64713)  0.000
O (2.01848, -13.66443, -15.62315)  0.000
H (2.77812, -15.42041, -16.47887)  0.000
H (1.11924, -15.18624, -16.55746)  0.000
H (2.10401, -14.05126, -17.57134)  0.000
H (1.21253, -13.16106, -15.75972)  0.000

Forces on atoms 1 to 3 (eV/Å):
C 1.605 -0.352 0.192
O -1.323 0.676 0.796
C 0.737 2.210 -0.312

Values from the calculation:
Charge: +1
Calculated total energy, eV: -97656.777
Frontier orbital gap (alpha / beta), eV: 8.731 / 2.476
⟨S²⟩: 0.756
Molecular weight, g/mol: 1041.399
Multiplicity: 2